Record 1
ORCA calculation (wB97M-V/def2-TZVPD) on the molecule C6H11NP2.

Atoms and positions in Å:
C (-0.103, 3.176, -0.267)
C (0.176, 1.913, 0.213)
C (1.259, 1.501, 1.061)
C (-0.416, -1.291, -1.585)
C (-1.468, -1.089, 0.576)
C (-0.441, -0.534, -0.252)
N (-0.590, 0.929, -0.393)
P (-1.476, 3.437, -1.344)
P (-1.852, 1.387, -1.471)
H (0.302, 4.079, 0.095)
H (1.893, 2.298, 1.426)
H (1.973, 0.883, 0.611)
H (1.001, 1.027, 2.037)
H (0.171, -0.694, -2.281)
H (0.155, -2.122, -1.440)
H (-1.379, -1.349, -2.019)
H (-2.379, -0.749, 0.209)
H (-1.351, -0.840, 1.602)
H (-1.435, -2.184, 0.562)
H (0.469, -0.741, 0.437)

Properties
2S+1: 1
Net charge: 0

Record 2
ORCA calculation (wB97M-V/def2-TZVPD) on a cluster of 2 separate species, C5H8N4O in total.

Atoms and positions in Å:
C (0.438, 0.038, 2.021)
C (-0.789, -0.673, -2.112)
C (0.734, -0.527, 3.264)
C (0.051, 0.424, -2.834)
C (-0.003, -1.858, -1.545)
N (1.682, -1.959, 0.063)
N (2.314, -2.305, 0.931)
N (0.230, 0.288, 0.919)
N (1.165, -1.449, -0.878)
O (-1.964, -0.705, -2.028)
H (0.060, -0.553, 4.098)
H (0.925, -1.595, 3.162)
H (1.670, -0.118, 3.396)
H (0.238, 1.116, -2.043)
H (0.971, -0.027, -3.146)
H (-0.327, 0.877, -3.674)
H (0.062, -2.655, -2.259)
H (-0.678, -2.488, -0.799)

Properties
2S+1: 1
Net charge: 0

Record 3
ORCA calculation (wB97M-V/def2-TZVPD) on a cluster of 3 separate species, C33H57F2N7O10P2 in total.

Atoms and positions in Å:
C (6.997, -2.048, 2.229)
C (7.235, -1.134, 0.849)
O (6.383, 0.063, 0.955)
C (6.981, 1.035, 0.024)
C (5.770, 1.874, -0.725)
O (5.340, 1.302, -2.011)
C (4.817, -0.065, -1.872)
C (5.426, -1.114, -2.762)
C (4.922, -2.699, -2.772)
O (5.409, -3.443, -3.799)
C (3.927, -3.299, -1.591)
C (3.629, -4.926, -1.436)
N (4.220, -5.944, -2.400)
C (4.178, -7.353, -1.852)
O (3.040, -8.084, -2.015)
F (5.301, -8.067, -1.180)
C (3.451, -6.007, -3.708)
O (3.938, -6.807, -4.698)
F (2.220, -5.251, -4.038)
C (2.608, -5.385, -0.197)
C (1.963, -4.257, 0.855)
C (2.296, -2.636, 0.656)
C (1.606, -1.626, 1.759)
C (0.092, -1.250, 1.169)
C (-0.832, -0.409, 2.230)
C (-2.040, 0.432, 1.464)
O (-1.561, 1.223, 0.307)
C (-2.021, 0.523, -0.938)
O (-1.146, 0.145, -1.901)
C (3.259, -2.146, -0.582)
C (3.589, -0.530, -0.864)
O (2.861, 0.476, -0.330)
H (7.608, -1.531, 3.082)
H (5.859, -2.057, 2.546)
H (7.443, -3.113, 2.024)
H (8.361, -0.773, 0.859)
H (7.053, -1.764, -0.129)
H (7.612, 1.795, 0.690)
H (7.712, 0.579, -0.768)
H (6.238, 2.942, -0.980)
H (4.861, 2.119, 0.008)
H (6.285, -0.774, -3.510)
H (2.284, -6.496, 0.010)
H (1.265, -4.601, 1.743)
H (1.417, -2.223, 2.748)
H (2.236, -0.647, 1.964)
H (0.280, -0.652, 0.180)
H (-0.441, -2.296, 0.998)
H (-1.382, -1.210, 2.907)
H (-0.216, 0.327, 2.923)
H (-2.902, -0.265, 1.050)
H (-2.580, 1.186, 2.209)
H (-3.174, 0.323, -1.139)
C (-9.065, -0.605, -2.112)
N (-7.793, -0.168, -2.658)
C (-7.829, 1.262, -2.969)
P (-6.586, -1.053, -3.492)
O (-5.484, -0.443, -2.592)
N (-6.356, -2.611, -2.751)
C (-7.158, -3.089, -1.623)
C (-4.944, -2.923, -2.392)
N (-7.854, -1.754, -4.527)
C (-8.504, -0.867, -5.484)
C (-8.470, -3.065, -4.484)
H (-9.777, -0.922, -2.879)
H (-9.557, 0.191, -1.543)
H (-8.957, -1.401, -1.380)
H (-8.244, 1.442, -3.967)
H (-6.824, 1.693, -2.944)
H (-8.420, 1.836, -2.249)
H (-7.064, -2.434, -0.747)
H (-6.854, -4.095, -1.321)
H (-8.208, -3.197, -1.884)
H (-4.654, -2.426, -1.458)
H (-4.264, -2.609, -3.184)
H (-4.807, -3.998, -2.254)
H (-9.372, -0.367, -5.042)
H (-8.856, -1.398, -6.378)
H (-7.805, -0.104, -5.835)
H (-9.281, -3.104, -3.753)
H (-7.754, -3.866, -4.281)
H (-8.911, -3.340, -5.451)
C (3.632, 5.363, 3.066)
N (2.711, 4.360, 2.562)
C (3.012, 4.038, 1.165)
P (1.117, 3.975, 3.058)
O (1.466, 2.467, 3.085)
N (1.001, 3.999, 4.795)
C (2.113, 4.377, 5.668)
C (0.433, 2.759, 5.394)
N (0.717, 5.709, 3.026)
C (0.638, 6.355, 1.722)
C (0.589, 6.655, 4.118)
H (3.292, 6.386, 2.892)
H (4.619, 5.280, 2.597)
H (3.851, 5.238, 4.123)
H (2.522, 4.739, 0.481)
H (2.669, 3.031, 0.914)
H (4.085, 4.051, 0.951)
H (2.981, 3.719, 5.534)
H (1.821, 4.334, 6.721)
H (2.416, 5.412, 5.520)
H (1.186, 1.964, 5.447)
H (-0.417, 2.401, 4.812)
H (0.075, 2.947, 6.410)
H (1.613, 6.743, 1.406)
H (-0.064, 7.198, 1.711)
H (0.285, 5.650, 0.966)
H (1.561, 7.056, 4.417)
H (0.082, 6.233, 4.989)
H (-0.030, 7.517, 3.840)

Properties
2S+1: 1
SMILES string: CCOCCOC1=CC(=O)c2c(N(C(=O)F)C(=O)F)ccc(CCCCOC=O)c2C1=O.CN(C)P(=O)(N(C)C)N(C)C.CN(C)P(=O)(N(C)C)N(C)C
Net charge: 0

Record 4
ORCA calculation (wB97M-V/def2-TZVPD) on the molecule C5H10OP2.

Atoms and positions in Å:
C (-1.497, 0.422, -1.790)
C (-0.141, 0.626, -1.186)
C (0.917, -0.154, -1.417)
P (2.487, 0.227, -0.571)
C (2.314, -1.160, 0.685)
O (1.959, 1.509, 0.241)
P (0.094, 2.079, -0.089)
C (-0.679, 1.415, 1.460)
H (-2.244, 0.278, -1.008)
H (-1.496, -0.452, -2.438)
H (-1.787, 1.294, -2.374)
H (0.873, -0.999, -2.090)
H (3.234, -1.233, 1.265)
H (2.163, -2.102, 0.159)
H (1.480, -0.972, 1.361)
H (-0.595, 0.332, 1.533)
H (-1.731, 1.706, 1.477)
H (-0.180, 1.882, 2.309)

Properties
2S+1: 1
SMILES string: CC1=CP(C)OP1C
Net charge: 0

Record 5
ORCA calculation (wB97M-V/def2-TZVPD) on the molecule C20H18N4O3.

Atoms and positions in Å:
N (-0.070, 2.785, 4.476)
C (0.791, 2.022, 4.475)
N (1.739, 1.087, 4.423)
C (2.465, 0.750, 5.644)
C (3.787, 0.120, 5.211)
C (4.027, 0.832, 3.910)
C (2.605, 0.944, 3.227)
C (2.311, -0.224, 2.237)
O (3.144, -1.131, 2.085)
N (1.252, -0.141, 1.369)
C (0.272, 0.936, 1.436)
C (-0.506, 0.691, 0.183)
C (-1.477, 1.493, -0.318)
C (-2.099, 1.103, -1.511)
C (-1.813, -0.132, -2.112)
C (-2.523, -0.553, -3.359)
C (-3.876, -0.250, -3.543)
C (-4.478, -0.505, -4.789)
C (-3.763, -1.108, -5.824)
C (-2.430, -1.509, -5.681)
N (-1.731, -2.169, -6.723)
O (-0.703, -2.743, -6.447)
O (-2.203, -2.144, -7.847)
C (-1.807, -1.179, -4.439)
C (-0.841, -0.944, -1.541)
C (-0.194, -0.558, -0.372)
C (0.978, -1.146, 0.368)
H (1.885, 0.038, 6.247)
H (2.650, 1.644, 6.224)
H (4.620, 0.243, 5.942)
H (3.668, -0.985, 5.094)
H (4.731, 0.212, 3.334)
H (4.416, 1.861, 4.035)
H (2.596, 1.888, 2.680)
H (-0.391, 0.859, 2.339)
H (0.718, 1.915, 1.398)
H (-1.735, 2.404, 0.227)
H (-2.841, 1.767, -1.988)
H (-4.437, 0.195, -2.733)
H (-5.534, -0.291, -4.952)
H (-4.330, -1.288, -6.732)
H (-0.763, -1.474, -4.236)
H (-0.687, -1.927, -1.932)
H (0.742, -2.106, 0.836)
H (1.832, -1.283, -0.320)

Properties
2S+1: 1
SMILES string: N#CN1CCC[C@H]1C(=O)N1Cc2ccc(-c3cccc([N+](=O)[O-])c3)cc2C1
Net charge: 0

Record 6
ORCA calculation (wB97M-V/def2-TZVPD) on the molecule C3H4N2O2S.

Atoms and positions in Å:
N (1.306, 1.247, 0.071)
C (0.254, 0.335, 0.556)
C (0.442, -1.122, 0.066)
O (1.464, -1.536, -0.345)
N (-0.804, -1.823, 0.022)
S (-2.127, -0.733, 0.053)
C (-1.111, 0.739, 0.018)
O (-1.471, 1.823, -0.428)
H (0.876, 2.201, -0.177)
H (1.801, 0.906, -0.742)
H (0.306, 0.446, 1.706)
H (-0.935, -2.483, -0.799)

Properties
2S+1: 1
SMILES string: N[C@@H]1C(=O)NSC1=O
Net charge: 0

no.,gap between HOMO and LUMO (hartree)
1,0.3146
2,0.3649
3,0.2172
4,0.3160
5,0.3075
6,0.3549